Below is C26H12Br4N2O2RuS2Se3Te as an isolated structure, with properties calculated with the ωB97M-V functional and the def2-TZVPD basis.

E_HOMO (alpha / beta): -4.18 / -4.25 eV
expectation value of S²: 0.758
DFT total energy: -541992.833 eV

```
! RIJCOSX wB97M-V def2-TZVPD def2/J DEFGRID3
* xyz -1 2
Ru -1.442 -0.757 -0.627
Br -4.329 0.458 5.533
C -3.592 0.722 3.811
C -3.207 1.984 3.385
Br -3.451 3.489 4.505
C -2.621 2.146 2.124
Br -2.019 3.824 1.498
C -2.416 1.065 1.265
O -1.823 1.169 0.110
C -2.839 -0.230 1.699
O -2.600 -1.264 0.906
C -3.398 -0.378 2.961
Br -3.801 -2.145 3.495
Se -3.144 -0.268 -2.242
Se -3.359 -1.956 -3.892
Te -1.118 -3.136 -3.651
Se -1.147 -3.177 -1.177
S 2.332 -0.977 5.397
C 1.285 -0.967 6.751
C -0.010 -0.777 6.382
C -0.162 -0.633 4.978
C 1.024 -0.718 4.305
C 1.229 -0.584 2.860
C 0.145 -0.872 2.005
N 0.190 -0.674 0.708
C 1.342 -0.240 0.149
C 2.498 -0.009 0.896
C 3.683 0.408 0.201
C 3.680 0.580 -1.140
C 2.489 0.375 -1.917
C 2.419 0.555 -3.308
C 1.224 0.365 -3.960
C 0.093 0.013 -3.192
N 0.138 -0.191 -1.893
C 1.326 -0.021 -1.259
C 1.060 0.502 -5.411
C -0.031 0.162 -6.161
C 0.156 0.405 -7.548
C 1.381 0.923 -7.829
S 2.314 1.134 -6.411
C 2.412 -0.170 2.289
H 1.683 -1.106 7.743
H -0.835 -0.731 7.078
H -1.113 -0.444 4.498
H -0.774 -1.292 2.392
H 4.584 0.582 0.776
H 4.582 0.889 -1.654
H 3.313 0.840 -3.852
H -0.884 -0.058 -3.643
H -0.933 -0.271 -5.750
H -0.591 0.197 -8.299
H 1.785 1.199 -8.789
H 3.274 0.058 2.905
*
```

Atomic partial charges in e from the Löwdin method, atoms 1 to 2:
1. Ru 0.743
2. Br 0.665

=====

Below is one molecule with the formula C4H6FNOS in a non-equilibrium geometry, with properties calculated with the ωB97M-V functional and the def2-TZVPD basis.

E_HOMO: -8.84 eV
DFT total energy: -21332.098 eV

```
! RIJCOSX wB97M-V def2-TZVPD def2/J DEFGRID3
* xyz 0 1
C 1.882 -0.781 0.678
O 1.690 0.009 -0.532
C 0.393 0.332 -0.617
C -0.714 -0.826 -0.595
N -1.962 -0.764 -0.255
S -2.745 0.658 0.173
C -0.037 1.617 -0.278
F 0.864 2.498 -0.051
H 2.959 -0.880 0.705
H 1.543 -0.092 1.513
H 1.392 -1.778 0.489
H -0.340 -1.902 -0.915
H -3.883 -0.001 0.047
H -1.042 1.911 -0.363
*
```

Atomic partial charges in e from the Löwdin method, atoms 1 to 2:
1. C -0.037
2. O -0.124

=====

Below is C9H8GaN2O4Se as an isolated structure in a non-equilibrium geometry, with properties calculated with the ωB97M-V functional and the def2-TZVPD basis.

E_HOMO: -20.42 eV
DFT total energy: -138320.531 eV

```
! RIJCOSX wB97M-V def2-TZVPD def2/J DEFGRID3
* xyz 3 1
Ga -0.258 -0.436 -2.059
O -0.229 3.210 -4.059
C -0.240 2.171 -3.503
C 1.345 -1.364 -1.607
O 2.332 -1.886 -1.329
C -1.882 -1.339 -1.618
O -2.883 -1.842 -1.359
C -0.259 -1.399 -3.698
O -0.260 -1.980 -4.695
C 2.422 1.286 0.882
N 1.212 0.600 1.425
C 1.114 -0.162 2.603
C -0.135 -0.567 2.732
N -0.879 -0.071 1.638
C -2.340 -0.288 1.425
C -0.032 0.646 0.830
Se -0.458 1.568 -0.744
H 3.251 1.088 1.563
H 2.247 2.353 0.827
H 2.662 0.890 -0.100
H 1.955 -0.309 3.200
H -0.600 -1.139 3.466
H -2.526 -1.357 1.352
H -2.875 0.109 2.292
H -2.684 0.217 0.535
*
```

Atomic partial charges in e from the Löwdin method, atoms 1 to 2:
1. Ga 0.189
2. O 0.138

=====

Below is a 7-piece molecular cluster, C28H42O21 overall in a non-equilibrium geometry, with properties calculated with the ωB97M-V functional and the def2-TZVPD basis.

E_HOMO: -10.59 eV
DFT total energy: -72714.260 eV

```
! RIJCOSX wB97M-V def2-TZVPD def2/J DEFGRID3
* xyz 0 1
C -28.845 -10.782 9.640
C -30.041 -10.575 10.556
C -30.071 -11.544 11.703
O -30.451 -10.672 12.784
C -30.306 -9.382 12.458
O -30.524 -8.441 13.228
O -29.889 -9.316 11.185
H -29.030 -11.736 9.146
H -27.866 -10.687 10.111
H -28.897 -9.931 8.961
H -30.916 -10.758 9.933
H -29.136 -12.077 11.877
H -30.842 -12.247 11.385
C -26.245 -16.632 7.902
C -27.555 -15.841 8.153
C -28.620 -16.750 8.712
O -28.855 -16.152 9.990
C -28.229 -14.988 10.155
O -28.303 -14.229 11.111
O -27.366 -14.855 9.150
H -25.425 -16.006 7.550
H -26.486 -17.349 7.117
H -25.996 -17.156 8.825
H -27.871 -15.416 7.200
H -28.271 -17.782 8.739
H -29.522 -16.716 8.102
C -25.226 -12.688 11.325
C -24.661 -14.115 11.601
C -23.872 -14.637 10.441
O -22.705 -15.215 11.000
C -22.632 -14.900 12.253
O -21.602 -15.063 12.897
O -23.667 -14.154 12.623
H -24.445 -11.937 11.209
H -25.955 -12.379 12.075
H -25.813 -12.677 10.407
H -25.462 -14.822 11.817
H -23.680 -13.842 9.720
H -24.471 -15.444 10.020
C -27.544 -20.723 10.093
C -28.644 -20.767 11.151
C -28.294 -20.153 12.490
O -29.545 -19.473 12.829
C -30.322 -19.421 11.673
O -31.502 -18.989 11.590
O -29.709 -20.070 10.679
H -27.721 -21.233 9.146
H -26.604 -21.122 10.475
H -27.300 -19.695 9.824
H -28.986 -21.787 11.326
H -27.561 -19.348 12.439
H -27.956 -20.959 13.142
C -22.781 -17.578 7.425
C -22.953 -19.138 7.496
C -24.212 -19.718 6.911
O -23.705 -20.481 5.871
C -22.371 -20.496 5.835
O -21.689 -21.033 4.986
O -21.897 -19.700 6.788
H -21.771 -17.230 7.641
H -23.485 -17.088 8.098
H -23.085 -17.087 6.501
H -23.006 -19.430 8.545
H -24.847 -18.930 6.505
H -24.754 -20.232 7.705
C -26.111 -19.301 3.274
C -25.330 -18.027 3.288
C -25.740 -17.030 2.213
O -25.981 -15.771 2.875
C -25.951 -16.037 4.156
O -26.145 -15.122 4.975
O -25.643 -17.322 4.459
H -25.676 -19.975 2.536
H -27.167 -19.191 3.029
H -25.963 -19.828 4.217
H -24.257 -18.185 3.395
H -26.574 -17.371 1.600
H -24.894 -17.020 1.526
C -29.611 -16.991 4.437
C -29.772 -18.236 5.283
C -29.914 -19.593 4.639
O -29.003 -20.423 5.336
C -28.297 -19.692 6.198
O -27.403 -20.171 6.943
O -28.672 -18.412 6.163
H -29.645 -16.119 5.089
H -30.431 -17.008 3.719
H -28.661 -16.993 3.902
H -30.636 -18.161 5.944
H -29.713 -19.513 3.570
H -30.938 -19.965 4.674
*
```

Atomic partial charges in e from the Löwdin method, atoms 1 to 2:
1. C -0.018
2. C -0.346

=====

Below is an isolated ion of composition C3H9N2O and charge -1 in a non-equilibrium geometry, with properties calculated with the ωB97M-V functional and the def2-TZVPD basis.

E_HOMO: -2.50 eV
DFT total energy: -8283.786 eV

```
! RIJCOSX wB97M-V def2-TZVPD def2/J DEFGRID3
* xyz -1 1
N 1.954 0.235 0.364
C 0.995 -0.667 0.986
C -0.513 -0.255 0.777
N -0.629 0.749 -0.266
C -1.091 0.214 -1.649
O -1.631 1.092 -2.428
H 2.334 0.879 1.044
H 1.389 0.842 -0.236
H 1.121 -1.677 0.601
H 1.209 -0.697 2.056
H -0.976 -1.214 0.479
H -1.064 0.088 1.651
H -1.337 1.410 -0.010
H -1.639 -0.729 -1.359
H -0.120 -0.269 -2.008
*
```

Atomic partial charges in e from the Löwdin method, atoms 1 to 2:
1. N -0.041
2. C -0.292

=====

Below is C28H26MnN6O2S3 as an isolated structure in a non-equilibrium geometry, with properties calculated with the ωB97M-V functional and the def2-TZVPD basis.

E_HOMO (alpha / beta): -10.10 / -10.15 eV
expectation value of S²: 6.194
DFT total energy: -106314.800 eV

```
! RIJCOSX wB97M-V def2-TZVPD def2/J DEFGRID3
* xyz 1 5
Mn 0.268 1.166 -0.703
O 1.376 4.422 1.357
C 1.302 3.281 0.952
N 0.451 2.942 -0.111
C -0.572 3.957 -0.285
C -1.432 3.613 -1.482
C -2.697 4.225 -1.742
C -3.471 3.726 -2.792
C -3.038 2.668 -3.569
C -1.864 2.121 -3.232
N -1.067 2.547 -2.209
C 2.151 2.109 1.379
C 3.181 2.335 2.244
C 4.068 1.262 2.548
C 3.851 0.065 1.898
C 2.724 -0.076 1.081
N 1.891 0.921 0.798
H -0.045 4.905 -0.518
H -1.254 4.026 0.594
H -2.989 5.045 -1.124
H -4.422 4.228 -2.973
H -3.643 2.266 -4.332
H -1.520 1.206 -3.766
H 3.302 3.299 2.654
H 4.913 1.284 3.182
H 4.513 -0.772 2.085
H 2.497 -1.091 0.699
O 1.988 1.803 -2.079
C 2.117 1.308 -3.424
C 3.058 0.165 -3.540
C 2.658 -0.928 -2.447
C 1.248 -1.401 -2.508
C 0.962 -2.572 -3.197
C -0.319 -3.028 -3.358
C -1.356 -2.136 -3.080
C -1.014 -1.018 -2.418
N 0.227 -0.612 -2.111
H 2.031 2.735 -2.069
H 2.456 2.171 -3.970
H 1.122 0.958 -3.868
H 4.094 0.479 -3.301
H 2.935 -0.223 -4.549
H 2.793 -0.409 -1.533
H 3.320 -1.820 -2.468
H 1.799 -3.187 -3.479
H -0.426 -4.023 -3.843
H -2.430 -2.351 -3.167
H -1.842 -0.416 -2.018
S -0.213 -4.631 1.809
C -0.652 -3.092 1.816
S -0.365 -2.062 0.507
C -1.291 -0.794 1.240
N -1.740 -1.124 2.419
N -1.334 -2.375 2.767
C -1.866 -2.872 4.007
C -0.985 -3.108 5.043
C -1.488 -3.594 6.226
C -2.850 -3.889 6.337
C -3.691 -3.626 5.272
C -3.198 -3.097 4.097
S -1.706 0.668 0.403
H 0.060 -2.848 4.967
H -0.790 -3.765 7.024
H -3.221 -4.192 7.293
H -4.735 -3.850 5.375
H -3.829 -2.922 3.191
*
```

Atomic partial charges in e from the Löwdin method, atoms 1 to 2:
1. Mn 0.722
2. O 0.104